No. 1
13
Properties=species:S:1:pos:R:3 method="wB97M-V/def2-TZVPD" lumo_ev=0.561 e_above_lowest_kj_mol=209.85 gap_ev=9.942 homo_energy_ev=-9.38 smiles=ClC1COC1.S
C -0.393 0.919 0.114
C -0.302 0.515 1.588
C 0.965 0.221 -0.003
H -1.195 0.424 -0.433
H -0.008 1.343 2.244
H -1.159 -0.016 2.013
H 1.072 -0.533 -0.788
H 1.808 0.921 -0.036
H -0.412 -2.081 -2.927
H -0.300 -2.566 -1.044
O 0.795 -0.363 1.296
S -0.403 -1.432 -1.754
Cl -0.470 2.649 -0.268

---

No. 2
53
Properties=species:S:1:pos:R:3 method="wB97M-V/def2-TZVPD" spin_multiplicity=2 lumo_ev="-0.372 / -0.329" e_above_lowest_kj_mol=78.65 gap_ev="6.524 / 6.252" homo_energy_ev="-6.90 / -6.58" s2=0.762
Mo 0.213 0.677 -0.750
Cl 3.925 -1.677 5.614
C 3.212 -1.216 4.120
C 1.841 -1.352 3.918
Cl 0.856 -1.976 5.181
C 1.262 -0.989 2.709
Cl -0.437 -1.122 2.512
C 2.030 -0.517 1.617
O 1.581 -0.222 0.428
C 3.409 -0.353 1.881
Cl 4.362 0.348 0.626
C 3.990 -0.689 3.094
Cl 5.673 -0.444 3.340
O -1.202 1.861 -1.782
N -2.456 1.483 -1.995
C -3.227 2.295 -2.749
C -4.535 1.998 -3.008
C -5.077 0.819 -2.487
C -4.280 -0.005 -1.732
C -2.940 0.325 -1.467
S -1.925 -0.647 -0.497
H -2.721 3.176 -3.115
H -5.123 2.668 -3.616
H -6.111 0.563 -2.672
H -4.642 -0.935 -1.319
N -0.304 5.349 3.330
C -0.219 4.241 2.552
C 1.018 3.684 2.195
C 1.057 2.609 1.346
N -0.040 2.027 0.817
C -1.224 2.533 1.200
C -1.361 3.607 2.041
H 0.516 5.694 3.792
H -1.199 5.641 3.677
H 1.942 4.102 2.570
H 2.009 2.181 1.058
H -2.103 2.029 0.820
H -2.349 3.958 2.306
C 1.840 1.583 -1.974
C 1.702 0.215 -2.424
C 0.456 -0.162 -3.015
C 0.203 -1.508 -3.335
C 1.135 -2.481 -3.057
C 2.392 -2.113 -2.509
C 2.666 -0.814 -2.207
C 0.861 -3.844 -3.377
N 0.638 -4.942 -3.643
H 1.481 2.348 -2.663
H 2.818 1.829 -1.568
H -0.146 0.600 -3.496
H -0.728 -1.778 -3.817
H 3.136 -2.884 -2.353
H 3.637 -0.544 -1.818

---

No. 3
37
Properties=species:S:1:pos:R:3 method="wB97M-V/def2-TZVPD" spin_multiplicity=2 lumo_ev="-7.045 / -11.472" total_charge=+2 e_above_lowest_kj_mol=142.04 gap_ev="6.968 / 2.541" homo_energy_ev="-14.01 / -14.01" s2=0.767
Rb 13.132 -7.545 -14.014
C 14.309 -9.490 -11.050
O 14.538 -8.537 -11.737
N 13.702 -9.548 -9.759
C 13.818 -10.881 -9.108
C 13.425 -8.379 -8.953
H 14.614 -10.432 -11.531
H 12.903 -11.307 -8.696
H 14.494 -10.874 -8.253
H 14.105 -11.661 -9.813
H 12.759 -8.796 -8.198
H 14.328 -7.876 -8.606
H 12.821 -7.747 -9.604
C 15.068 -5.157 -16.181
O 15.052 -5.789 -15.127
N 15.425 -3.832 -16.205
C 15.787 -3.190 -17.398
C 15.650 -3.257 -14.876
H 14.917 -5.546 -17.199
H 16.704 -3.735 -17.624
H 15.848 -2.117 -17.217
H 15.201 -3.462 -18.276
H 16.494 -2.568 -14.890
H 14.809 -2.841 -14.321
H 15.866 -4.006 -14.113
C 9.326 -6.113 -14.217
O 10.304 -6.860 -14.524
N 8.314 -6.442 -13.342
C 8.296 -7.704 -12.624
C 7.146 -5.549 -13.013
H 9.105 -5.167 -14.736
H 9.096 -8.324 -13.029
H 7.322 -8.191 -12.677
H 8.691 -7.556 -11.619
H 7.130 -5.125 -12.009
H 7.165 -4.660 -13.643
H 6.224 -6.103 -13.190

---

No. 4
11
Properties=species:S:1:pos:R:3 method="wB97M-V/def2-TZVPD" lumo_ev=0.825 e_above_lowest_kj_mol=125.61 gap_ev=10.946 homo_energy_ev=-10.12 smiles="O=CC1(F)CC1"
C 1.335 0.826 0.155
C -0.805 -0.134 -0.768
C -0.863 -0.394 0.673
C 0.446 -0.417 0.055
O 2.522 0.893 0.029
F 1.012 -1.638 -0.116
H 0.594 1.572 0.203
H -1.053 -0.817 -1.734
H -0.795 0.936 -0.972
H -1.231 0.447 1.290
H -1.162 -1.275 1.185

---

Copy entry 3 word for word.
37
Properties=species:S:1:pos:R:3 method="wB97M-V/def2-TZVPD" spin_multiplicity=2 lumo_ev="-7.045 / -11.472" total_charge=+2 e_above_lowest_kj_mol=142.04 gap_ev="6.968 / 2.541" homo_energy_ev="-14.01 / -14.01" s2=0.767
Rb 13.132 -7.545 -14.014
C 14.309 -9.490 -11.050
O 14.538 -8.537 -11.737
N 13.702 -9.548 -9.759
C 13.818 -10.881 -9.108
C 13.425 -8.379 -8.953
H 14.614 -10.432 -11.531
H 12.903 -11.307 -8.696
H 14.494 -10.874 -8.253
H 14.105 -11.661 -9.813
H 12.759 -8.796 -8.198
H 14.328 -7.876 -8.606
H 12.821 -7.747 -9.604
C 15.068 -5.157 -16.181
O 15.052 -5.789 -15.127
N 15.425 -3.832 -16.205
C 15.787 -3.190 -17.398
C 15.650 -3.257 -14.876
H 14.917 -5.546 -17.199
H 16.704 -3.735 -17.624
H 15.848 -2.117 -17.217
H 15.201 -3.462 -18.276
H 16.494 -2.568 -14.890
H 14.809 -2.841 -14.321
H 15.866 -4.006 -14.113
C 9.326 -6.113 -14.217
O 10.304 -6.860 -14.524
N 8.314 -6.442 -13.342
C 8.296 -7.704 -12.624
C 7.146 -5.549 -13.013
H 9.105 -5.167 -14.736
H 9.096 -8.324 -13.029
H 7.322 -8.191 -12.677
H 8.691 -7.556 -11.619
H 7.130 -5.125 -12.009
H 7.165 -4.660 -13.643
H 6.224 -6.103 -13.190